(1)
The following is a quantum chemistry calculation of a cluster of 2 separate species, C6H13N2O in total in a non-equilibrium geometry, from the Open Molecules 2025 dataset.

Kohn-Sham gap	9.05	eV
ΔE to the lowest compared entry with this formula, charge and spin	112.3	kcal/mol
DFT total energy	-420.77410	hartree
charge	+1
HOMO energy	-12.4	eV

Last column: Mulliken charge in e.
Cartesian coordinates (Å):
C  -2.439  -0.299  0.300  0.66
C  -2.768  -0.863  1.375  -0.73
C  2.626  0.266  0.331  0.14
C  2.715  0.372  1.769  -0.94
C  1.448  0.229  -1.923  -0.89
C  -2.816  0.937  -1.756  -0.78
N  1.455  0.222  -0.365  0.35
N  -2.046  0.425  -0.626  0.04
O  0.306  0.230  0.262  -0.76
H  -2.845  -1.966  1.578  0.26
H  -3.040  -0.298  2.190  0.28
H  3.549  0.159  -0.283  0.29
H  1.807  0.071  2.359  0.27
H  2.871  1.443  2.164  0.28
H  3.612  -0.275  2.051  0.29
H  2.431  0.499  -2.249  0.33
H  1.111  -0.717  -2.253  0.33
H  0.806  0.980  -2.320  0.31
H  -3.051  1.991  -1.526  0.33
H  -2.133  0.945  -2.610  0.27
H  -3.654  0.266  -2.048  0.38
H  -1.008  0.746  -0.586  0.29

Atoms 1-3, force components in eV/Å:
C 0.4 1.1 -1.0
C -0.3 -3.7 0.5
C -2.6 -0.1 -3.6



(2)
The following is a quantum chemistry calculation of a cluster of 2 separate species, C9H14 in total in a non-equilibrium geometry, from the Open Molecules 2025 dataset.

SMILES	Cc1ccccc1.CC
Kohn-Sham gap	10.06	eV
ΔE to the lowest compared entry with this formula, charge and spin	9.5	kcal/mol
DFT total energy	-351.31500	hartree
charge	0
HOMO energy	-9.0	eV

Last column: Mulliken charge in e.
Cartesian coordinates (Å):
C  1.745  0.068  -1.105  -1.13
C  1.110  0.127  0.271  0.60
C  -0.115  -0.482  0.533  -0.19
C  -0.608  -0.566  1.834  -0.54
C  -0.025  0.153  2.857  -0.41
C  1.161  0.849  2.573  -0.43
C  1.717  0.837  1.308  -0.36
H  1.046  -0.380  -1.815  0.13
H  2.501  -0.726  -1.019  0.29
H  2.203  1.012  -1.387  0.36
H  -0.601  -1.025  -0.269  0.27
H  -1.538  -1.105  1.953  0.35
H  -0.464  0.248  3.843  0.36
H  1.506  1.524  3.344  0.33
H  2.664  1.345  1.174  0.34
C  -2.544  -0.691  -2.522  -0.82
C  -1.619  -0.058  -3.561  -0.69
H  -3.553  -0.760  -2.937  0.32
H  -2.226  -1.626  -2.080  0.26
H  -2.689  0.042  -1.720  0.25
H  -1.823  -0.399  -4.575  0.33
H  -0.576  -0.256  -3.347  0.15
H  -1.686  1.019  -3.512  0.25

Atoms 1-3, force components in eV/Å:
C -0.1 -1.3 1.0
C -0.3 0.7 -0.2
C 0.9 -0.7 0.2



(3)
The following is a quantum chemistry calculation of a cluster of 3 separate species, C4H14N2O4 in total in a non-equilibrium geometry, from the Open Molecules 2025 dataset.

SMILES	CN[C@H](CO)C(N)=O.O.O
Kohn-Sham gap	9.13	eV
ΔE to the lowest compared entry with this formula, charge and spin	25.9	kcal/mol
DFT total energy	-571.26260	hartree
charge	0
HOMO energy	-8.6	eV

Last column: Mulliken charge in e.
Cartesian coordinates (Å):
C  0.417  -1.416  -2.437  -1.08
N  0.998  -0.704  -1.299  -0.47
C  0.083  0.185  -0.608  0.27
C  0.670  1.650  -0.602  -0.82
O  0.779  2.264  0.680  -0.52
C  -0.141  -0.294  0.828  0.37
N  -1.122  0.348  1.501  -0.35
O  0.577  -1.126  1.353  -0.63
H  0.123  -0.701  -3.213  0.37
H  -0.525  -1.915  -2.172  0.31
H  1.221  -2.012  -2.860  0.36
H  1.310  -1.373  -0.603  0.37
H  -0.876  0.328  -1.115  0.36
H  1.605  1.709  -1.166  0.42
H  0.006  2.329  -1.141  0.21
H  1.585  1.984  1.123  0.34
H  -1.782  0.909  0.983  0.34
H  -1.082  0.432  2.499  0.22
O  -2.713  2.657  0.977  -0.67
H  -2.002  2.635  1.634  0.30
H  -2.602  3.588  0.737  0.32
O  0.846  -3.517  -0.360  -0.64
H  1.384  -3.831  -1.087  0.31
H  1.266  -3.493  0.503  0.31

Atoms 1-3, force components in eV/Å:
C -0.2 1.1 0.2
N -0.3 0.2 -0.2
C 0.7 0.7 -0.2



(4)
The following is a quantum chemistry calculation of a cluster of 2 separate species, C26H29B2Cl4O3 in total in a non-equilibrium geometry, from the Open Molecules 2025 dataset.

Kohn-Sham gap	8.52	eV
DFT total energy	-3124.70825	hartree
charge	-1
HOMO energy	-6.2	eV

Last column: Mulliken charge in e.
Cartesian coordinates (Å):
Cl  2.862  1.521  3.832  -0.39
B  1.724  -0.002  4.013  0.64
Cl  2.444  -1.272  2.661  -0.34
Cl  1.935  -0.782  5.691  -0.37
O  0.397  0.315  3.713  -0.51
C  -0.500  -0.599  3.142  -0.53
C  -1.934  -0.419  3.684  -0.28
C  -2.806  -1.497  3.817  0.11
C  -4.092  -1.301  4.352  -0.86
C  -4.480  -0.002  4.717  0.41
Cl  -6.040  0.271  5.369  -0.24
C  -3.655  1.094  4.427  -0.81
C  -2.377  0.875  3.913  -0.34
H  -0.129  -1.605  3.378  0.85
H  -2.494  -2.480  3.452  0.36
H  -4.777  -2.133  4.466  0.40
H  -4.005  2.112  4.588  0.36
H  -1.714  1.712  3.652  0.47
C  -0.670  3.096  -1.597  -1.94
C  0.316  2.345  -2.502  1.74
C  -0.031  2.619  -3.961  -1.81
C  1.849  2.569  -2.040  1.27
C  2.872  2.382  -3.177  -1.74
C  2.120  3.871  -1.303  -1.76
O  2.062  1.487  -1.117  -0.60
B  1.296  0.502  -1.739  1.08
C  1.804  -0.938  -1.868  0.26
C  1.318  -1.776  -2.886  -0.40
C  2.079  -2.868  -3.296  -0.62
C  3.269  -3.176  -2.615  -0.31
C  3.611  -2.484  -1.442  -0.67
C  2.852  -1.385  -1.047  -0.42
C  -0.604  -0.350  1.669  -0.39
C  -1.214  -1.437  0.824  0.64
C  -0.788  -2.767  0.881  0.07
C  -1.302  -3.711  -0.018  -0.67
C  -2.282  -3.342  -0.945  -0.48
C  -2.721  -2.010  -1.003  -0.70
C  -2.197  -1.067  -0.111  -0.32
O  0.117  0.921  -2.326  -0.46
H  -0.616  4.180  -1.784  0.34
H  -1.701  2.786  -1.823  0.49
H  -0.470  2.916  -0.528  0.28
H  0.142  3.671  -4.229  0.35
H  0.562  1.961  -4.615  0.33
H  -1.101  2.390  -4.106  0.44
H  2.862  3.223  -3.881  0.37
H  3.869  2.343  -2.716  0.45
H  2.709  1.441  -3.731  0.25
H  2.044  4.713  -2.005  0.33
H  1.428  4.033  -0.462  0.36
H  3.144  3.863  -0.908  0.46
H  0.353  -1.559  -3.346  0.45
H  1.781  -3.455  -4.170  0.36
H  3.942  -3.938  -3.008  0.36
H  4.488  -2.779  -0.861  0.40
H  3.041  -0.887  -0.098  0.35
H  0.403  -0.113  1.251  -0.09
H  -1.242  0.539  1.544  0.19
H  -0.036  -3.049  1.632  0.34
H  -0.949  -4.747  0.030  0.39
H  -2.756  -4.096  -1.584  0.37
H  -3.485  -1.698  -1.712  0.40
H  -2.526  -0.027  -0.142  0.35

Atoms 1-3, force components in eV/Å:
Cl -0.5 -0.3 0.2
B 0.8 -0.1 -0.7
Cl -0.1 0.1 0.4